{"formula": "C35H59BF17O16PS3", "method": "ωB97M-V/def2-TZVPD", "symbols": ["C", "C", "C", "C", "C", "O", "C", "C", "C", "C", "F", "F", "C", "F", "F", "C", "F", "F", "C", "F", "F", "C", "F", "F", "C", "F", "F", "C", "F", "F", "C", "F", "F", "F", "C", "O", "C", "C", "C", "O", "O", "C", "C", "O", "P", "C", "C", "C", "C", "B", "O", "O", "H", "H", "H", "H", "H", "H", "H", "H", "H", "H", "H", "H", "H", "H", "H", "H", "H", "H", "H", "H", "H", "H", "H", "H", "H", "H", "H", "H", "H", "H", "H", "H", "H", "H", "H", "O", "S", "O", "O", "C", "C", "C", "H", "H", "H", "H", "H", "H", "H", "H", "O", "S", "O", "O", "C", "C", "C", "H", "H", "H", "H", "H", "H", "H", "H", "O", "S", "O", "O", "C", "C", "C", "H", "H", "H", "H", "H", "H", "H", "H"], "xyz": [[7.73162, -3.10736, 0.13814], [6.36633, -2.95092, 0.76918], [5.23458, -3.48600, -0.09583], [4.48147, -2.37398, -0.81739], [3.08770, -2.25229, -0.27276], [2.44476, -1.01760, -0.57568], [2.17568, -0.78296, -1.94345], [0.69443, -1.08860, -2.08297], [0.00587, -0.77358, -3.39692], [-1.40025, -0.25191, -3.24187], [-1.56710, 0.53899, -2.15964], [-1.75863, 0.48729, -4.32849], [-2.40027, -1.42732, -3.19717], [-1.99728, -2.32332, -2.26846], [-2.29992, -2.00980, -4.42238], [-3.94246, -1.22438, -3.01303], [-4.47814, -0.69204, -4.13074], [-4.40251, -2.49192, -2.87916], [-4.50486, -0.49351, -1.74313], [-3.69572, -0.73677, -0.69481], [-5.69219, -1.06448, -1.47346], [-4.80735, 1.02894, -1.85414], [-6.08127, 1.16082, -2.27631], [-4.00991, 1.59974, -2.77717], [-4.66342, 1.87490, -0.52922], [-3.38528, 2.28057, -0.44414], [-5.45514, 2.94782, -0.69374], [-4.98260, 1.29087, 0.89078], [-3.90739, 0.63251, 1.36778], [-5.17923, 2.38365, 1.66529], [-6.24837, 0.38668, 1.05833], [-5.94459, -0.91733, 0.99290], [-7.17589, 0.69158, 0.13377], [-6.76871, 0.62359, 2.28707], [2.61820, 0.62705, -2.32571], [1.68789, 1.61623, -1.94815], [1.62878, 2.64822, -2.90896], [1.05340, 3.87647, -2.26998], [1.69416, 5.10024, -2.80006], [2.36911, 5.16286, -3.81925], [1.50950, 6.23316, -2.03518], [0.28222, 6.41996, -1.41089], [0.37822, 6.43366, 0.06097], [-0.74833, 6.61680, -2.08939], [4.33319, 0.97230, -1.64002], [4.66055, 2.76258, -1.83252], [3.96919, 3.59601, -0.76078], [5.34588, 0.23927, -2.96948], [6.77857, -0.00171, -2.51930], [2.19528, -3.52391, -0.65864], [2.18464, -3.99472, -1.96263], [1.39820, -4.15279, 0.23143], [8.38536, -2.34198, 0.52103], [8.16431, -4.04842, 0.42187], [7.71360, -2.98267, -0.93055], [6.17880, -1.93344, 1.06343], [6.38127, -3.51593, 1.68609], [5.65334, -4.18839, -0.79884], [4.56633, -4.04648, 0.54728], [4.98199, -1.45054, -0.60370], [4.47532, -2.55938, -1.87968], [3.19823, -2.23953, 0.80352], [2.74697, -1.43715, -2.58494], [0.62333, -2.15104, -1.92968], [0.20168, -0.62900, -1.24808], [0.53967, -0.06491, -4.00492], [-0.06788, -1.66752, -3.98456], [2.68968, 0.63047, -3.40807], [2.60476, 2.86333, -3.30606], [1.00198, 2.34638, -3.73345], [1.12798, 3.84355, -1.20034], [0.02005, 3.96037, -2.54262], [0.94394, 5.59364, 0.41785], [0.91460, 7.32524, 0.35045], [-0.60906, 6.47571, 0.47377], [4.46402, 3.15503, -2.81624], [5.72426, 2.84542, -1.69617], [4.66413, 3.89855, 0.00123], [3.55183, 4.48711, -1.19262], [3.16621, 3.05726, -0.29116], [4.87797, -0.69348, -3.23412], [5.30920, 0.85129, -3.85770], [7.40175, 0.82194, -2.81304], [6.83491, -0.10505, -1.44990], [7.18525, -0.87369, -2.99432], [2.88447, -4.62725, -2.09550], [1.59072, -3.85515, 1.11705], [-4.15414, -4.42921, 1.91891], [-3.88198, -3.90198, 3.21983], [-2.54256, -3.91036, 3.71904], [-4.83873, -4.61821, 4.26328], [-4.83738, -6.06534, 4.28878], [-3.60427, -6.65133, 4.94527], [-4.55367, -2.28738, 3.37033], [-4.96779, -6.43848, 3.27248], [-5.73034, -6.32437, 4.85196], [-2.70693, -6.44538, 4.36577], [-3.71627, -7.73184, 5.03140], [-3.46240, -6.22861, 5.93902], [-5.57631, -2.30046, 3.01664], [-3.93659, -1.63869, 2.75718], [-4.50089, -1.98478, 4.41231], [-12.46852, 1.20299, -1.05475], [-12.77916, 1.84136, 0.18605], [-12.73632, 3.26643, 0.27787], [-11.86690, 1.20950, 1.31954], [-10.43744, 1.19734, 1.09693], [-9.78943, 2.55592, 1.26970], [-14.32224, 1.26436, 0.79661], [-10.23399, 0.77720, 0.11112], [-10.05173, 0.49873, 1.83593], [-10.12050, 3.25555, 0.50484], [-8.70829, 2.46167, 1.19679], [-10.04309, 2.98463, 2.23843], [-14.33878, 0.18024, 0.74544], [-15.08825, 1.69166, 0.15464], [-14.44565, 1.61490, 1.81672], [8.15245, 0.25446, 1.86162], [8.47881, 1.16359, 2.91620], [9.11885, 2.40246, 2.60515], [9.32162, 0.38483, 4.00935], [10.50453, -0.32265, 3.56545], [11.66809, 0.59516, 3.25203], [7.05924, 1.47307, 3.90354], [10.24400, -0.94858, 2.71105], [10.74897, -0.98206, 4.39424], [11.45908, 1.22659, 2.39107], [12.55332, -0.00120, 3.03276], [11.87981, 1.24707, 4.09836], [6.58869, 0.52691, 4.15225], [6.39265, 2.08690, 3.30281], [7.36672, 2.00954, 4.79604]], "forces_ev_per_angstrom": [[0.081, 0.686, 0.358], [-0.004, -0.616, 0.147], [0.085, 0.181, 0.146], [0.209, -0.321, 0.085], [-0.386, -0.486, 0.153], [0.260, -0.004, 0.133], [-0.297, 0.615, 0.331], [0.133, -0.092, -0.239], [0.060, 0.175, 0.244], [-0.419, -0.144, -0.259], [-0.039, 0.071, 0.238], [0.050, 0.172, -0.019], [-0.087, -0.112, -0.244], [-0.032, 0.300, -0.097], [-0.093, -0.214, 0.229], [-0.117, -0.283, 0.123], [0.135, -0.028, 0.436], [-0.013, 0.140, -0.315], [-0.166, -0.100, -0.172], [0.253, 0.031, -0.239], [0.023, -0.151, -0.136], [-0.230, 0.162, -0.281], [0.317, 0.016, -0.072], [-0.039, -0.037, 0.274], [0.172, -0.132, -0.155], [0.006, 0.091, -0.082], [0.111, -0.021, -0.063], [0.029, 0.106, 0.277], [-0.436, 0.224, 0.067], [0.125, -0.305, -0.114], [-0.374, -0.122, 0.602], [-0.281, 0.834, 0.054], [0.471, -0.247, 0.566], [0.172, -0.282, -0.825], [0.205, 0.062, -0.287], [-0.235, -0.075, 0.435], [-0.016, -0.307, 0.269], [-0.060, 0.072, -0.453], [1.460, 0.910, -2.394], [-1.242, -0.057, 2.302], [-0.266, -0.079, -0.043], [-3.086, 0.666, -2.678], [-0.096, 0.406, -0.154], [3.532, -0.872, 2.300], [0.029, -0.249, 1.012], [-0.291, -0.076, -0.129], [0.027, -0.055, -0.172], [-0.048, 0.108, 0.064], [-0.254, 0.219, -0.312], [-0.029, 0.267, -0.273], [-0.212, 0.163, 0.009], [0.045, -0.364, -0.064], [0.429, 0.345, 0.168], [0.212, -0.613, -0.237], [-0.030, -0.114, -0.543], [-0.113, 0.577, -0.008], [0.013, -0.193, 0.574], [0.092, -0.406, -0.301], [-0.408, -0.271, 0.082], [0.334, 0.619, -0.224], [-0.019, 0.095, -0.501], [-0.056, 0.210, 0.551], [0.287, -0.459, -0.160], [-0.216, -0.459, 0.165], [-0.213, 0.426, 0.320], [0.258, 0.530, -0.146], [0.052, -0.432, -0.468], [0.006, -0.033, -0.564], [0.343, 0.056, -0.156], [-0.260, -0.260, -0.514], [0.048, -0.108, 0.544], [-0.855, 0.082, 0.110], [0.208, -0.455, 0.185], [0.262, 0.340, 0.135], [-0.449, -0.082, 0.299], [-0.068, 0.120, -0.494], [0.635, -0.078, -0.001], [0.277, 0.122, 0.416], [-0.108, 0.542, -0.125], [-0.383, -0.279, 0.302], [-0.251, -0.508, -0.085], [-0.004, 0.277, -0.442], [0.387, 0.494, 0.005], [0.154, -0.173, 0.510], [0.276, -0.552, -0.152], [0.282, -0.387, -0.363], [-0.278, 0.221, 0.514], [0.073, -0.030, -0.142], [-0.163, -0.050, 0.087], [0.143, 0.046, -0.031], [0.005, 0.036, 0.157], [-0.034, -0.394, -0.036], [0.095, 0.193, -0.038], [0.051, -0.011, 0.156], [0.043, 0.097, -0.050], [-0.051, 0.116, 0.034], [0.003, -0.006, -0.037], [-0.065, -0.015, 0.012], [-0.029, -0.032, 0.045], [-0.089, -0.014, -0.034], [0.040, 0.042, -0.078], [0.027, -0.008, 0.023], [0.010, 0.016, -0.182], [0.037, -0.119, 0.169], [-0.045, 0.120, -0.063], [0.011, 0.045, 0.161], [0.478, -0.057, -0.083], [-0.276, 0.164, -0.051], [-0.045, -0.024, 0.000], [-0.108, 0.036, -0.044], [-0.139, -0.050, 0.070], [-0.004, -0.008, -0.038], [0.040, -0.068, 0.034], [0.031, -0.035, 0.052], [0.012, -0.022, -0.004], [-0.007, 0.014, -0.033], [0.005, 0.024, 0.021], [-0.021, -0.092, -0.249], [-0.051, -0.044, 0.216], [0.014, 0.092, -0.087], [0.065, 0.066, 0.113], [0.299, -0.232, -0.135], [-0.151, 0.159, -0.021], [-0.044, 0.001, 0.019], [-0.093, 0.066, -0.028], [-0.092, 0.028, 0.091], [-0.013, -0.012, -0.031], [0.001, -0.056, 0.039], [0.041, -0.024, 0.040], [0.002, -0.025, -0.001], [-0.008, 0.004, -0.037], [0.018, 0.023, 0.013]], "smiles": "CCCC[C@@H](O[C@@H](CCC(F)(F)C(F)(F)C(F)(F)C(F)(F)C(F)(F)C(F)(F)C(F)(F)C(F)(F)F)[C@@H](OCCC(=O)OC(C)=O)P(CC)CC)B(O)O.CCOS(C)(=O)=O.CCOS(C)(=O)=O.CCOS(C)(=O)=O", "homo_ev": -8.04, "gap_ev": 8.4}